Entry A
# C22H23NO6

A single C22H23NO6 molecule (wB97M-V/def2-TZVPD, the Open Molecules 2025 dataset).

gap between HOMO and LUMO: 0.28071 hartree
M: 397.4 u
LUMO energy: 0.4 eV
SMILES string: CCOC(=O)c1c(C)oc2c1c1c(c3ccccc32)OCN(CCCC(=O)O)C1
spin multiplicity: 1

XYZ file:
```
52
Properties=species:S:1:pos:R:3:lowdin_charge:R:1
C -4.266 -2.725 -0.911 -0.0473
C -3.479 -2.336 0.300 -0.4001
O -2.707 -1.413 -0.051 -0.0254
C -3.313 -0.090 0.190 -0.1711
O -4.522 0.081 0.498 0.0790
C -2.293 1.070 -0.262 0.0180
C -2.643 2.176 -0.998 -0.3048
C -3.706 2.481 -1.568 -0.0266
O -1.484 2.900 -1.092 0.1628
C -0.548 2.587 -0.389 -0.2564
C -0.986 1.296 0.108 0.0182
C 0.063 0.317 0.912 0.0712
C 1.330 1.106 1.190 -0.3628
C 1.723 2.187 0.346 -0.1251
C 2.975 2.660 0.717 -0.0419
C 3.459 3.677 -0.003 -0.0386
C 2.470 4.493 -0.763 -0.1729
C 1.325 4.205 -1.042 -0.0424
C 0.782 2.968 -0.209 -0.0272
O 2.261 0.592 1.690 0.0122
C 1.849 -0.533 2.828 0.1138
N 0.847 -1.663 2.274 -0.1461
C 1.428 -2.331 1.370 -0.4374
C 1.860 -2.038 0.166 -0.1995
C 2.483 -3.217 -0.716 0.0199
C 2.942 -2.536 -2.162 -0.3766
O 2.244 -2.588 -3.240 0.0294
O 4.233 -2.189 -2.025 0.1170
C -0.241 -0.846 1.915 -0.1984
H -3.705 -2.890 -1.707 0.0193
H -4.917 -1.862 -1.397 0.1323
H -4.914 -3.557 -0.878 0.0642
H -4.218 -1.946 1.024 0.1311
H -2.958 -3.173 0.662 0.1203
H -3.690 2.352 -2.596 0.1139
H -3.958 3.435 -1.280 0.1110
H -4.639 2.000 -1.307 0.1307
H 3.681 2.192 1.376 0.1241
H 4.429 4.320 0.097 0.1329
H 2.704 5.545 -1.190 0.1381
H 0.455 4.625 -1.672 0.1490
H 2.599 -1.221 3.239 0.1238
H 1.163 0.024 3.599 0.1655
H 2.171 -2.948 1.975 0.1640
H 0.482 -3.096 1.318 0.2060
H 2.785 -1.294 0.050 0.1789
H 1.150 -1.463 -0.230 0.0827
H 3.240 -3.739 -0.271 0.0894
H 1.681 -3.684 -0.927 0.0332
H 4.458 -1.977 -2.916 0.1046
H -1.007 -1.363 1.330 0.0928
H -1.079 -0.568 2.630 0.1512
```

Entry B
# C22H23NO6

A single C22H23NO6 molecule (wB97M-V/def2-TZVPD, the Open Molecules 2025 dataset).

gap between HOMO and LUMO: 0.25949 hartree
M: 397.4 u
LUMO energy: -0.2 eV
SMILES string: CCOC(=O)c1c(C)oc2c1c1c(c3ccccc32)OCN(CCCC(=O)O)C1
spin multiplicity: 1

XYZ file:
```
52
Properties=species:S:1:pos:R:3:lowdin_charge:R:1
C 5.063 2.078 1.559 -0.0311
C 4.191 1.620 2.624 -0.3928
O 3.578 0.624 2.219 0.0397
C 2.366 0.850 1.812 -0.2983
O 1.967 2.039 1.626 0.0628
C 1.668 -0.534 1.454 0.0126
C 1.698 -1.623 2.330 -0.2990
C 2.269 -1.820 3.482 -0.0412
O 0.698 -2.470 1.930 0.1805
C 0.137 -2.223 0.950 -0.3016
C 0.745 -0.893 0.517 0.0768
C 0.211 0.011 -0.806 0.0027
C -0.868 -0.840 -1.359 -0.1801
C -1.293 -2.050 -1.126 -0.0972
C -2.397 -2.573 -1.656 -0.1260
C -2.936 -3.698 -1.446 -0.0245
C -2.413 -4.452 -0.221 -0.1396
C -1.476 -4.089 0.389 -0.1395
C -0.934 -2.718 0.241 0.0355
O -1.229 -0.441 -2.675 -0.0403
C -0.678 0.858 -3.115 -0.0232
N -0.128 2.001 -2.173 -0.0672
C -1.026 2.735 -1.685 -0.3170
C -1.910 2.770 -0.338 -0.0506
C -2.995 1.611 -0.507 -0.0753
C -3.679 1.317 -1.844 -0.4461
O -3.611 2.216 -2.827 -0.0162
O -4.449 0.271 -1.842 0.1424
C 0.554 1.301 -1.062 -0.1777
H 4.577 2.360 0.848 -0.0290
H 5.756 1.168 1.122 0.1603
H 5.813 2.818 1.771 0.0889
H 4.825 1.185 3.454 0.1618
H 3.645 2.467 2.984 0.1358
H 1.855 -2.599 4.074 0.0860
H 2.289 -0.857 4.167 0.1526
H 3.442 -2.231 3.266 0.1805
H -2.805 -2.122 -2.472 0.0998
H -3.706 -4.420 -1.936 0.1434
H -2.808 -5.532 0.192 0.1639
H -0.940 -4.473 1.301 0.1421
H 0.291 0.617 -3.595 0.1458
H -1.168 1.298 -3.758 0.0355
H -0.340 3.709 -1.408 0.1772
H -1.580 3.096 -2.366 0.0417
H -2.379 3.587 -0.483 0.0280
H -1.453 2.595 0.645 0.1204
H -2.425 0.660 -0.345 0.1071
H -3.750 1.500 0.315 0.1330
H -4.842 0.348 -2.732 0.1488
H 1.671 1.024 -1.281 0.1826
H 0.908 1.924 -0.213 0.1251
```

Short version: entry B is the least stable of them.